Record 1
Here is one molecule with the formula C5H9NO3 in a non-equilibrium geometry from the Open Molecules 2025 dataset. Energies are from wB97M-V/def2-TZVPD.

Each line ends with the Mulliken charge.
Cartesian coordinates (Å):
O 1.2727 1.8822 -0.2044  -0.4590
O 1.4822 0.8193 -2.1700  -0.5652
O -2.6187 0.1212 0.1570  -0.6918
N 0.4701 -0.1457 1.5770  -0.3620
C -0.4035 0.0577 -0.6705  -0.1887
C 0.3463 -2.1375 0.2158  -1.3043
C -1.8442 1.1008 -0.1340  -0.2001
C 0.2192 -0.6520 0.3608  0.5837
C 1.0170 0.8561 -1.0597  0.4288
H -0.6696 -0.4869 -1.5636  0.4372
H 1.8025 2.5471 -0.6764  0.3305
H -0.6466 -2.5623 0.0311  0.2977
H -2.0437 1.6919 -1.0434  0.2955
H 0.4250 0.8495 1.7246  0.2234
H 0.9944 -2.3965 -0.6237  0.3198
H 0.9160 -0.6979 2.2837  0.2141
H -1.4393 1.7484 0.6657  0.1800
H 0.7201 -2.5953 1.1300  0.4603

## Properties
Highest occupied orbital energy (alpha / beta)   -7.75 / -7.75 eV
E_tot   -476.28857 Eh
Multiplicity   1
Relative energy (zero: lowest compared OMol25 entry of this formula, charge and spin)   97.6 kcal per mole
Gap between HOMO and LUMO (alpha / beta)   7.76 / 7.77 eV
Net charge   0


Record 2
Here is a 2-piece molecular cluster, C6H18N3S overall in a non-equilibrium geometry from the Open Molecules 2025 dataset. Energies are from wB97M-V/def2-TZVPD.

Each line ends with the Mulliken charge.
Cartesian coordinates (Å):
S -1.4881 1.2564 0.6421  -0.0345
N 3.5649 -0.8438 0.3527  -0.4644
N 1.5275 0.2311 0.5894  -0.1280
N 1.6937 -1.7799 -0.5354  -0.2183
C -2.1602 1.6597 -2.0559  -1.0055
C 0.2425 -2.7450 1.3079  -0.8922
C -1.1090 3.0220 0.7829  -0.8549
C 2.2360 -0.8062 0.2234  0.6058
C -2.7264 1.3231 -0.6962  -0.6197
C 0.4097 -2.3717 -0.1796  -0.6272
H -1.4403 3.4171 1.7403  0.3399
H 2.2778 -2.2011 -1.2369  0.2844
H 3.9995 -1.7538 0.4137  0.2404
H 1.2437 -2.6150 1.7559  0.2768
H -0.4402 -1.8324 -0.5791  0.2574
H -2.7820 1.3002 -2.8761  0.3432
H 1.9108 0.9649 1.1700  0.2180
H -3.2537 0.3724 -0.7147  0.4107
H -1.9903 2.7199 -2.2254  0.3168
H -1.1903 1.1668 -2.1727  0.2525
H -0.4558 -2.1827 1.9029  0.3231
H 4.1613 -0.1249 0.7285  0.2148
H -0.0578 3.2547 0.6978  0.2908
H -1.7165 3.5180 0.0283  0.2748
H 0.3336 -3.3145 -0.7110  0.4473
H -3.4765 1.9955 -0.2786  0.4544
H 0.1862 -3.8267 1.4326  0.3327
H 0.4998 0.1960 0.4931  -0.0390

## Properties
Highest occupied orbital energy   -11.89 eV
E_tot   -801.64322 Eh
Multiplicity   1
Relative energy (zero: lowest compared OMol25 entry of this formula, charge and spin)   14.2 kcal per mole
Gap between HOMO and LUMO   9.14 eV
Net charge   +1


Record 3
Here is C21H30F5NO2P2W as an isolated structure in a non-equilibrium geometry from the Open Molecules 2025 dataset. Energies are from wB97M-V/def2-TZVPD.

Each line ends with the Mulliken spin population.
Cartesian coordinates (Å):
W 0.2277 0.1356 -1.0732  2.1680
P 2.4479 -0.2585 -1.8257  0.0816
P -2.1403 0.6287 0.2738  -0.0110
F -0.3988 1.3928 6.6155  0.0000
F -0.5232 1.7828 3.9499  -0.0001
F -0.5602 -2.9283 3.1918  -0.0009
F 0.0165 -1.1439 7.5737  0.0000
F 0.0090 -3.2868 5.9026  0.0000
O 1.3905 0.7402 1.0604  0.0065
O -0.5051 -0.3626 2.3092  -0.0166
N -0.6214 0.2345 -2.5844  -0.2219
C -0.5578 -1.9017 4.0719  -0.0011
C -3.1969 -0.7373 0.8976  -0.0048
C -0.6597 -0.5693 3.5545  -0.0010
C -2.0932 -0.6033 -5.7479  0.0156
C -0.2495 -2.0617 5.3991  -0.0003
C 2.2243 0.5476 3.2239  -0.0026
C -1.8101 1.8542 -5.5528  0.0294
C -2.2040 0.7044 -6.2702  -0.0272
C -0.4541 0.3239 5.7845  0.0008
C -1.2187 0.3833 -3.7860  0.0451
C -1.3091 1.6991 -4.2757  -0.0287
C -0.6677 0.5179 4.4433  0.0010
C 3.0316 -1.9794 -1.9194  0.0144
C -3.2764 1.4662 -0.8871  -0.0021
C 2.4208 0.3239 -3.5372  -0.0114
C -2.1273 1.9725 1.5207  -0.0185
C -0.2094 -0.9468 6.2588  0.0002
C 2.2609 -1.4701 1.7160  -0.0038
C 1.8457 -0.0611 1.9153  -0.0009
C 3.7616 0.6758 -1.0080  0.0035
C -1.5962 -0.7813 -4.4725  -0.0419
H 1.8064 -0.0927 4.0026  0.0010
H 3.5727 1.7516 -1.1126  0.0072
H 4.7079 0.4184 -1.5070  -0.0013
H -0.9466 2.5078 -3.6323  0.0116
H -1.8360 2.9238 1.0542  0.0085
H -1.4001 1.6548 2.2728  0.0060
H 4.0183 -1.9687 -2.4096  0.0032
H 2.1655 1.3905 -3.5878  0.0086
H 0.1793 -1.3153 -0.1803  -0.0225
H 2.3809 -1.9384 2.7094  0.0022
H 1.7141 -0.2609 -4.1396  -0.0035
H 3.8322 0.4265 0.0581  -0.0042
H 3.4379 0.1821 -3.9312  0.0021
H -3.4448 -1.3939 0.0497  0.0005
H -2.6142 0.8324 -7.2768  -0.0019
H -1.8929 2.8632 -5.9634  0.0009
H 3.1225 -2.4153 -0.9150  -0.0043
H 3.3185 0.5733 3.3326  0.0000
H -4.1573 -0.3283 1.2571  0.0000
H 1.5150 -2.0681 1.1862  0.0040
H -2.8286 2.4038 -1.2266  0.0062
H -4.2093 1.6985 -0.3585  0.0013
H -3.1273 2.1191 1.9561  -0.0012
H -2.6426 -1.2791 1.6793  0.0021
H 3.2424 -1.5702 1.2140  0.0006
H -1.4426 -1.7379 -3.9669  0.0051
H 2.3327 -2.5821 -2.5169  -0.0003
H -3.4949 0.8323 -1.7464  -0.0037
H 1.8303 1.5616 3.2970  -0.0005
H -2.3968 -1.4798 -6.3205  0.0007

## Properties
Highest occupied orbital energy (alpha / beta)   -6.92 / -6.96 eV
E_tot   -2272.43444 Eh
Multiplicity   3
Relative energy (zero: lowest compared OMol25 entry of this formula, charge and spin)   0.0 kcal per mole
Gap between HOMO and LUMO (alpha / beta)   6.66 / 6.60 eV
Net charge   0


Record 4
Here is a 2-piece molecular cluster, C6H4O overall from the Open Molecules 2025 dataset. Energies are from wB97M-V/def2-TZVPD.

Each line ends with the Mulliken charge.
Cartesian coordinates (Å):
O -0.7212 1.0718 0.4249  -0.2241
C -0.1316 -1.1183 0.4919  -0.3708
C 0.9294 -0.3730 0.9527  -0.0571
C -1.0053 -0.1633 -0.0704  0.4741
C 0.6213 0.9816 0.6627  -0.7244
C -1.7618 -0.0633 -2.5954  -0.5760
C -1.1949 -0.0513 -1.4362  0.1569
H -0.1756 -2.1829 0.3119  0.3768
H 1.8510 -0.7299 1.3978  0.4304
H 1.0839 1.8588 1.1055  0.3167
H 0.5048 0.7699 -1.2455  0.1974

## Properties
Highest occupied orbital energy   -9.54 eV
E_tot   -305.94867 Eh
Multiplicity   1
Relative energy (zero: lowest compared OMol25 entry of this formula, charge and spin)   164.9 kcal per mole
Gap between HOMO and LUMO   7.88 eV
Net charge   0


Record 5
Here is C27H41MnNP2 as an isolated structure in a non-equilibrium geometry from the Open Molecules 2025 dataset. Energies are from wB97M-V/def2-TZVPD.

Each line ends with the Mulliken spin population.
Cartesian coordinates (Å):
Mn -0.0932 -0.1367 0.0782  4.8113
P 5.7936 -2.4348 1.2357  0.0015
P 3.9255 -3.9598 3.1298  0.0002
N -2.2881 0.0744 0.6158  0.0880
C 0.5470 -1.2237 2.0778  -0.0581
C -5.4876 -0.8153 2.2635  -0.0016
C -4.1333 1.8619 -2.0738  0.0019
C -3.1838 -0.5915 1.4316  0.0375
C 2.5149 0.5057 1.7057  -0.0479
C -2.8110 1.1243 -0.1685  -0.0006
C 6.6444 -3.4001 -0.0851  -0.0004
C 2.3462 -0.4521 -0.6609  -0.0022
C -4.5495 -0.2060 1.4313  0.0129
C -0.1024 1.2630 -1.4447  0.0055
C 5.7275 -4.5615 3.0762  0.0001
C 4.0411 -3.5999 4.9352  -0.0001
C -4.0814 3.1822 -1.6032  0.0044
C 2.5682 -1.8807 -0.2723  0.0178
C 0.3238 -2.1850 1.0938  0.0497
C -3.5207 0.8389 -1.3646  -0.0191
C -3.3589 3.4776 -0.4346  -0.0012
C 3.3193 -5.6873 3.3449  0.0000
C -5.0942 -1.8320 3.1419  0.0067
C -3.7605 -2.2352 3.1584  -0.0059
C -2.7271 2.4671 0.2795  -0.0148
C -2.8208 -1.6472 2.3239  0.0318
C 6.6440 -3.4544 2.5945  0.0000
C 7.0948 -1.1331 1.3359  -0.0005
C 2.3521 0.6105 0.2245  0.0502
C 1.9037 -0.7086 2.4641  0.0513
C 1.3741 -2.7677 0.1936  -0.0100
H 3.5806 0.5222 1.9906  -0.0016
H -0.9461 1.0025 -2.1023  -0.0112
H 3.0332 -3.4592 5.3318  0.0000
H 6.5423 -2.8710 -1.0343  0.0002
H -3.4171 -3.0243 3.8309  -0.0001
H 8.0945 -1.5891 1.2978  0.0000
H -0.3171 2.2378 -0.9765  -0.0119
H 2.9624 -2.3963 -1.1658  0.0047
H -1.7867 -1.9823 2.3445  0.0005
H 3.8727 -6.1880 4.1522  0.0000
H -0.6772 -2.6394 0.9714  0.0045
H 6.0251 -4.8730 4.0902  0.0000
H -4.5814 3.9822 -2.1564  0.0001
H 0.8354 -3.1314 -0.6978  -0.0100
H 2.2545 -5.6536 3.5933  0.0001
H 6.9668 -0.4534 0.4880  0.0003
H 2.2296 1.6254 -0.1585  0.0258
H -4.8946 0.5850 0.7674  0.0030
H 7.5663 -3.8916 2.1796  0.0000
H 6.2126 -4.3998 -0.1813  0.0000
H 1.8211 -0.3789 3.5171  0.0060
H 4.6307 -2.6963 5.1155  0.0000
H -2.1492 2.6840 1.1796  -0.0033
H -5.8089 -2.3082 3.7993  0.0006
H 7.7105 -3.5011 0.1553  0.0000
H 6.9888 -0.5740 2.2725  0.0001
H 4.5189 -4.4424 5.4518  0.0000
H 2.6389 -1.5341 2.4614  0.0022
H -3.5662 -0.1958 -1.7019  -0.0012
H 6.9420 -2.7895 3.4213  0.0000
H 5.7978 -5.4514 2.4292  0.0000
H 3.3572 -1.9472 0.4944  0.0095
H 2.0792 1.4255 2.1333  -0.0141
H 1.8252 -3.6722 0.6483  0.0006
H -4.6815 1.6256 -2.9874  -0.0002
H -6.5154 -0.4886 2.2244  -0.0004
H -0.2861 -0.8758 2.7133  -0.0057
H -3.3107 4.5040 -0.0687  0.0001
H 2.1877 -0.2505 -1.7219  -0.0067
H 0.8386 1.3210 -2.0046  0.0000
H 3.4598 -6.2484 2.4139  0.0000

## Properties
Highest occupied orbital energy (alpha / beta)   -6.30 / -6.35 eV
E_tot   -2941.71866 Eh
Multiplicity   6
Relative energy (zero: lowest compared OMol25 entry of this formula, charge and spin)   0.0 kcal per mole
Gap between HOMO and LUMO (alpha / beta)   6.24 / 5.80 eV
Net charge   0


Record 6
Here is C2InO6 as an isolated structure in a non-equilibrium geometry from the Open Molecules 2025 dataset. Energies are from wB97M-V/def2-TZVPD.

Each line ends with the Mulliken charge.
Cartesian coordinates (Å):
In -14.4271 0.3818 -24.7864  0.6889
O -13.9288 -1.9011 -23.0595  -0.6569
O -14.9229 -1.9053 -21.0280  -0.5417
O -14.8087 2.0995 -20.8128  -0.5100
O -13.5073 2.0949 -22.6612  -0.6365
O -15.6154 2.1691 -22.8078  -0.5572
O -15.8642 -1.0580 -22.7925  -0.5540
C -14.9260 -1.7217 -22.2750  0.8903
C -14.5930 2.2935 -22.0329  0.8770

## Properties
Highest occupied orbital energy   -4.17 eV
E_tot   -717.70002 Eh
Multiplicity   1
Relative energy (zero: lowest compared OMol25 entry of this formula, charge and spin)   2.8 kcal per mole
Gap between HOMO and LUMO   3.59 eV
Net charge   -1